14
Properties=species:S:1:pos:R:3:forces:R:3 method="wB97M-V/def2-TZVPD" gap_ev=10.7831 fmax_ev_per_a=4.92 lumo_ha=-0.1408 multiplicity=1 smiles=C#CC1(F)C[NH2+]C1 charge=+1 e_above_lowest_kcal_mol=43.4
C -2.72602 0.41984 1.25224 -2.935 1.272 0.743
C -1.76040 0.26604 0.57897 3.588 -1.991 -2.712
C 0.42760 0.61261 -1.04309 -1.457 1.371 -3.292
C 0.71260 -0.61497 0.70305 -0.816 0.092 0.660
C -0.51394 -0.29814 -0.21864 -0.876 1.680 3.247
N 1.60683 0.08272 -0.31146 2.023 0.068 0.420
F -0.72811 -1.42890 -0.91157 -1.041 -0.394 -0.704
H -3.73102 0.74918 1.62738 1.742 -0.703 -0.221
H 0.35791 0.20405 -2.15355 0.579 0.960 2.224
H 0.38104 1.75772 -1.12428 -0.211 -1.857 0.689
H 0.61452 -0.19076 1.73554 0.670 0.080 -1.184
H 0.96947 -1.66701 0.75095 -0.133 -0.092 0.105
H 2.01392 -0.61119 -0.96990 0.342 0.439 0.996
H 2.37559 0.71882 0.08437 -1.476 -0.927 -0.970

***

16
Properties=species:S:1:pos:R:3:forces:R:3 method="wB97M-V/def2-TZVPD" gap_ev=5.6433 fmax_ev_per_a=5.06 lumo_ha=0.1370 multiplicity=1 charge=-1 e_above_lowest_kcal_mol=72.8
C 2.68530 -0.55241 0.03541 -0.952 0.564 1.373
C -0.30431 0.23324 -1.36574 -0.251 0.287 5.048
C -0.06771 -0.33750 0.11118 0.027 -1.357 -0.666
C -0.76993 0.87535 -0.05329 0.746 0.919 -0.042
C -0.60663 -1.69125 0.63768 -0.007 2.473 1.164
N -0.20961 2.11091 0.47589 -0.589 -1.940 -0.700
O 2.83282 -0.19673 1.11355 0.666 0.703 2.140
O 2.73401 -0.94569 -1.02860 0.181 -1.163 -3.284
F -2.34537 1.00066 0.02270 1.387 -0.277 -0.018
H 0.43327 0.65453 -1.93493 2.047 0.899 -1.314
H -1.12773 -0.11719 -1.82267 -2.795 -1.309 -2.121
H -1.45402 -2.11433 0.19605 -1.458 -0.791 -1.967
H -1.18351 -1.41629 1.59455 1.771 -0.712 -0.348
H 0.17220 -2.46833 0.64376 -0.260 0.255 0.747
H -0.28983 2.09936 1.50103 -0.193 0.809 -0.935
H -0.49893 2.86568 -0.12658 -0.321 0.641 0.923

***

14
Properties=species:S:1:pos:R:3:forces:R:3 method="wB97M-V/def2-TZVPD" gap_ev=9.9552 fmax_ev_per_a=2.05 lumo_ha=0.0364 multiplicity=1 smiles=F[C@]12CCO[C@@H]1C2 charge=0 e_above_lowest_kcal_mol=86.7
C 0.58899 -0.52246 0.08308 0.194 -0.546 1.968
C -0.78766 -0.71115 0.69596 -0.175 -1.308 -1.460
C -1.49991 0.16290 -0.35421 -0.528 1.094 -0.414
C 0.65688 0.97383 -0.08179 -1.520 -0.360 -1.191
C 1.92206 0.11276 -0.04257 0.293 1.330 1.441
H -1.25589 -1.71290 0.53205 0.837 0.426 0.561
H -0.88165 -0.41027 1.69171 -0.103 0.630 1.472
H -1.83452 -0.47722 -1.15942 0.259 -0.003 -0.433
H -2.44130 0.65803 -0.03124 0.922 0.243 0.227
H 0.60447 1.63048 0.78081 0.026 -0.344 0.214
H 2.48436 -0.26527 -0.85105 0.558 -0.259 -0.771
H 2.49955 0.57746 0.78000 -0.314 -0.896 -0.447
O -0.48678 1.12809 -0.90734 -0.623 0.243 -0.058
F 0.43140 -1.14428 -1.13598 0.175 -0.250 -1.109

***

15
Properties=species:S:1:pos:R:3:forces:R:3 method="wB97M-V/def2-TZVPD" gap_ev=10.0591 fmax_ev_per_a=1.18 lumo_ha=0.0287 multiplicity=1 smiles=F[C@H]1[C@@H]2OCC[C@@]12S charge=0 e_above_lowest_kcal_mol=81.1
C 0.05106 -0.84735 0.23225 0.138 -0.204 0.041
C -0.77590 0.15041 1.03012 -0.385 0.285 -0.076
C -0.15758 1.49958 0.46066 -0.036 0.360 0.326
C -0.02904 -0.04553 -1.05899 -0.184 0.428 -0.054
C 0.14092 -1.49526 -1.18009 1.017 -0.604 0.026
H 2.24867 0.15895 0.46065 0.010 0.189 -0.098
H -1.85378 0.12693 0.78911 0.488 -0.172 0.205
H -0.61526 0.08313 2.10705 -0.133 -0.097 -0.091
H -0.93816 2.23287 0.25768 -0.086 -0.034 -0.107
H 0.55554 1.96238 1.13991 0.106 -0.092 0.016
H -1.08616 0.12939 -1.27585 -0.055 -0.215 -0.063
H 1.08286 -2.05819 -1.33869 -0.721 0.574 0.218
O 0.55031 1.19782 -0.78186 0.278 -0.097 -0.204
F -0.89766 -2.11963 -1.77418 -0.260 -0.080 -0.153
S 1.72419 -0.97550 0.93223 -0.175 -0.239 0.016

***

15
Properties=species:S:1:pos:R:3:forces:R:3 method="wB97M-V/def2-TZVPD" gap_ev=8.1341 fmax_ev_per_a=5.47 lumo_ha=-0.0201 multiplicity=1 charge=0 e_above_lowest_kcal_mol=73.9
C -0.88246 -0.41955 2.20627 -2.284 0.759 1.701
C -0.88773 -0.56388 0.66758 0.945 -1.392 1.073
C 0.39016 -0.00648 0.15046 0.937 2.165 -0.858
C 0.35839 0.98974 -1.98716 5.198 -0.235 1.683
C 1.14678 -0.19816 -1.21493 -2.549 0.352 -0.269
H -1.51162 -1.34832 2.83593 1.556 3.105 -2.148
H 0.19417 -0.38127 2.69339 -2.355 0.290 -1.158
H -1.54851 0.79501 2.27819 2.185 -3.826 0.424
H 1.15956 0.10308 0.89200 -0.034 -0.678 0.763
H -0.51837 0.69805 -2.33553 -4.245 -1.918 -0.855
H 0.79895 1.39068 -2.91506 0.657 0.648 0.998
H 2.21980 -0.08432 -0.93071 -0.735 0.227 -1.001
F 0.92617 -1.43640 -1.79606 0.523 0.292 0.102
S -2.00199 -1.35297 -0.20746 0.221 0.475 0.266
S 0.15671 1.81478 -0.33693 -0.019 -0.264 -0.721

***

15
Properties=species:S:1:pos:R:3:forces:R:3 method="wB97M-V/def2-TZVPD" gap_ev="6.9963 / 7.0038" fmax_ev_per_a=5.22 lumo_ha="-0.0345 / -0.0343" multiplicity=1 charge=0 e_above_lowest_kcal_mol=109.2
C -1.30793 0.99675 -0.52592 1.614 -0.153 1.745
C -0.63100 -0.03873 0.19200 2.060 -0.794 -0.535
C -1.84715 -0.36184 -0.62262 -0.578 0.064 -0.193
C 2.33259 0.21703 0.51022 2.051 -2.717 0.591
C 1.49008 -0.64104 -0.35040 -4.584 -0.263 2.474
F 1.50041 -0.45808 -1.63567 0.680 -0.154 -1.069
S -1.15007 2.56956 -0.74628 -0.529 0.556 -0.533
S -3.44976 -0.82176 0.11682 0.140 -1.628 -1.827
H -0.41258 -0.28239 1.22880 -0.637 0.474 -0.043
H -1.76099 -0.81059 -1.61349 -0.074 -0.319 0.230
H 2.58422 -0.26277 1.49154 -0.631 0.057 -0.809
H 1.90178 1.11354 0.73421 -1.196 2.619 0.297
H 3.32429 0.37433 0.08739 -0.055 0.166 -0.453
H 1.03144 -1.59317 0.04511 1.423 0.652 -1.107
H -3.60534 -0.00085 1.08827 0.316 1.441 1.233